1.
# C13H31Br2NO9P3

A cluster of 3 separate species, C13H31Br2NO9P3 in total in a non-equilibrium geometry (wB97M-V/def2-TZVPD, OMol25).

Structure (ORCA input):
```
! wB97M-V def2-TZVPD RIJCOSX def2/J DEFGRID3
* xyz 1 1
C 2.3623 -0.2247 1.3454
C 2.5947 1.3359 1.1911
Br 3.1129 2.5133 2.7054
C 2.4101 1.9419 -0.0608
Br 2.6548 3.8930 -0.3169
P 1.8782 0.8832 -1.5373
C 0.2272 0.0309 -1.2675
C -0.8530 0.9139 -0.5245
O -0.6868 2.0769 -0.1311
N -2.1901 0.3255 -0.3217
C -2.9991 1.2856 0.5087
C -2.0248 -0.9090 0.5356
H 2.7606 -0.5546 2.3486
H 1.2597 -0.4541 1.2382
H 2.9177 -0.7736 0.5229
H 2.8513 -0.1734 -1.6909
H 1.9517 1.6207 -2.7757
H 0.4380 -0.9332 -0.6928
H -0.1674 -0.3209 -2.2858
H -3.2260 2.2510 -0.0431
H -2.5335 1.4716 1.5321
H -4.0104 0.7926 0.7069
H -1.6605 -1.7928 -0.0819
H -1.1983 -0.6947 1.2934
H -3.0197 -1.1138 1.0405
C 0.4951 -1.3805 9.0090
O 1.1409 -0.6416 7.9829
P 0.4790 -0.6957 6.4035
O -0.8177 -1.3898 6.8000
O 1.5895 -1.8077 5.9035
C 2.7312 -2.1682 6.6768
O -0.0578 -0.5642 4.7688
C 0.0771 0.7500 4.2261
H 1.0984 -1.2963 9.9163
H -0.4945 -0.9723 9.2219
H 0.4235 -2.4372 8.7437
H 2.4390 -2.8316 7.4917
H 3.2534 -1.2936 7.0609
H 3.4184 -2.7209 6.0310
H 1.1259 1.0599 4.2407
H -0.5226 1.4571 4.8079
H -0.2801 0.7453 3.1949
C -2.6251 -1.2516 -5.4716
O -2.4232 -0.3333 -6.5320
P -0.8397 -0.1544 -7.1634
O -0.2817 -1.3567 -6.4104
O -0.5673 1.2176 -6.2881
C -1.6102 1.9081 -5.6105
O 0.6921 0.0488 -7.9235
C 0.6133 0.1896 -9.3468
H -3.6654 -1.1691 -5.1471
H -2.4546 -2.2771 -5.8039
H -1.9826 -1.0137 -4.6206
H -1.8818 1.3708 -4.6995
H -2.4816 2.0514 -6.2466
H -1.2383 2.8927 -5.3147
H 0.0118 1.0645 -9.6081
H 0.1663 -0.7072 -9.7860
H 1.6192 0.3158 -9.7456
*
```

Values from the calculation:
DFT total energy: -7417.4222 Ha
LUMO: -0.1692 Eh
Orbital gap: 6.9 eV

natural (NBO) atomic charge list, values in e, 2 entries: -0.6870 -0.0029

2.
# H10O5

A cluster of 5 separate species, H10O5 in total in a non-equilibrium geometry (wB97M-V/def2-TZVPD, OMol25).

Structure (ORCA input):
```
! wB97M-V def2-TZVPD RIJCOSX def2/J DEFGRID3
* xyz 0 1
O -0.9030 0.5555 -0.7037
H -0.5632 -0.2322 -0.9908
H -1.8300 0.5783 -0.9416
O 0.6946 -3.3695 2.6905
H 0.3353 -2.5913 3.2542
H 1.0003 -3.0964 1.8549
O 2.5739 0.4513 -2.6624
H 2.9195 1.4054 -2.7553
H 3.1852 -0.0181 -2.1057
O -1.3680 -0.6552 3.4515
H -1.3761 -1.2148 2.6860
H -0.3627 -0.4140 3.6031
O -1.5549 2.7136 -2.7802
H -1.3607 3.6917 -2.5734
H -1.3902 2.1956 -2.0270
*
```

Values from the calculation:
Relative energy (zero: lowest compared OMol25 entry of this formula, charge and spin): 47.1 kcal/mol
DFT total energy: -382.1492 Ha
LUMO: 0.0047 Eh
Orbital gap: 11.4 eV

natural (NBO) atomic charge list, values in e, 2 entries: -0.9376 0.4721

3.
# C7H7NO2

A structure of composition C7H7NO2 in a non-equilibrium geometry (wB97M-V/def2-TZVPD, OMol25).

Structure (ORCA input):
```
! wB97M-V def2-TZVPD RIJCOSX def2/J DEFGRID3
* xyz 0 1
C 1.9199 3.7612 -1.7670
C 2.1082 2.5775 -1.5986
C 2.3740 1.1755 -1.3747
C 3.4095 0.6935 -0.3984
O 3.5902 1.5810 0.6725
C 2.2167 1.4079 1.0943
C 1.9397 0.4773 -0.0853
C 1.1459 -0.7176 -0.0574
N 0.6823 -1.7838 -0.0646
H 1.8565 4.8204 -1.9468
H 2.2915 0.5279 -2.2509
H 4.2057 -0.0043 -0.6558
H 2.1709 0.8973 2.0634
H 1.6584 2.3523 1.1154
O -2.2696 -1.4824 -0.6804
H -1.6299 -2.2148 -0.5203
H -1.7981 -0.8411 -1.2200
*
```

Values from the calculation:
Relative energy (zero: lowest compared OMol25 entry of this formula, charge and spin): 106.9 kcal/mol
DFT total energy: -476.0126 Ha
LUMO: 0.0221 Eh
Orbital gap: 10.7 eV

natural (NBO) atomic charge list, values in e, 2 entries: -0.2088 -0.0162

4.
# C13H30NO4

A cluster of 3 separate species, C13H30NO4 in total in a non-equilibrium geometry (wB97M-V/def2-TZVPD, OMol25).

Structure (ORCA input):
```
! wB97M-V def2-TZVPD RIJCOSX def2/J DEFGRID3
* xyz 1 1
C -2.3270 -3.5531 0.0460
C -1.2236 -3.6687 0.7634
C 0.3100 -3.7059 1.2738
C 0.8020 -2.1871 1.5091
C 0.6505 -1.6334 3.0191
N 0.0813 -2.6155 4.0145
H -3.3818 -3.2453 -0.3212
H 0.9893 -4.1437 0.4319
H 0.4308 -4.4129 2.1699
H 1.9151 -2.1122 1.1698
H 0.1900 -1.4680 0.8268
H 1.7248 -1.3662 3.3795
H -0.0182 -0.6978 3.0114
H 0.8351 -3.2711 4.2964
H -0.7996 -3.0748 3.7179
H -0.1535 -2.0650 4.8750
C -2.7002 1.7437 -3.1883
O -3.3443 0.4837 -3.3251
C -2.9492 -0.1990 -4.5153
C -1.9342 -1.2992 -4.2115
O -0.6938 -0.7500 -3.7648
C -0.5404 -0.8411 -2.3564
H -2.8749 2.1054 -2.1715
H -1.6219 1.6711 -3.3516
H -3.1333 2.4606 -3.8911
H -2.5557 0.5030 -5.2584
H -3.8501 -0.6595 -4.9323
H -1.7261 -1.8495 -5.1330
H -2.3337 -2.0095 -3.4785
H -0.3272 -1.8773 -2.0742
H -1.4299 -0.4918 -1.8252
H 0.3061 -0.2161 -2.0632
C 1.0093 2.1250 2.9298
O 1.1519 1.5829 1.6227
C 0.7783 2.5177 0.6073
C 2.0071 3.1462 -0.0472
O 2.7119 3.9802 0.8714
C 3.8731 3.3481 1.3947
H 1.5092 1.4529 3.6332
H 1.4628 3.1152 3.0136
H -0.0507 2.1798 3.1950
H 0.1114 3.2880 1.0096
H 0.2246 1.9577 -0.1529
H 1.6776 3.7853 -0.8707
H 2.6675 2.3763 -0.4624
H 4.6544 3.3183 0.6294
H 3.6633 2.3338 1.7442
H 4.2322 3.9386 2.2396
*
```

Values from the calculation:
DFT total energy: -868.5549 Ha
LUMO: -0.1392 Eh
Orbital gap: 7.3 eV

natural (NBO) atomic charge list, values in e, 2 entries: -0.2104 -0.1084